120
Properties=species:S:1:pos:R:3:forces:R:3:lowdin_charge:R:1 method="wB97M-V/def2-TZVPD" homo_lumo_gap_ev=7.5 e_lumo_ev=0.575 de_lowest_kj_mol=4416.5
C -1.16866 0.68209 -0.63272 0.014 -1.025 1.936 -0.186
C 0.06389 1.52078 -0.59817 0.879 -0.608 -0.293 -0.188
C 1.26425 0.66376 -0.27542 -0.517 -0.437 0.197 -0.120
S 0.50443 -0.86816 0.59699 -4.971 7.563 -0.880 0.953
O 0.96414 -1.12903 1.95050 -5.458 2.219 -9.379 -0.560
O 0.46760 -1.93119 -0.35203 -4.055 5.342 -3.849 -0.447
C -1.21391 -0.10515 0.70103 3.963 2.754 -0.114 -0.166
H -1.24207 -0.04080 -1.44521 0.271 1.081 0.834 0.070
H -2.02960 1.34908 -0.58776 1.716 -1.814 -0.696 0.019
H -0.04208 2.25377 0.20158 -0.587 -1.676 -1.417 0.035
H 0.16529 2.11675 -1.50516 0.373 -0.201 -0.080 0.130
H 1.98825 1.15079 0.37781 -0.522 -0.403 -0.591 0.084
H 1.87899 0.20610 -1.05049 -1.557 0.464 0.633 0.029
H -1.21076 0.43926 1.64532 1.022 0.775 -2.176 0.057
H -1.94565 -0.90975 0.77366 1.740 2.758 1.812 -0.018
C 0.11539 -4.78331 -0.69804 0.159 1.318 1.689 -0.121
C 0.60885 -3.81824 0.46924 2.872 -3.402 0.757 -0.226
C -0.48932 -3.17122 1.25769 -2.183 -1.886 -0.760 -0.170
S -1.81863 -3.04441 -0.05008 1.650 -0.640 -0.313 0.847
O -2.03434 -1.62315 -0.31670 -1.584 -7.527 -5.767 -0.425
O -2.91533 -3.80004 0.41152 -2.329 -1.256 0.614 -0.283
C -0.98756 -4.03517 -1.44856 3.068 -1.771 3.683 -0.236
H -0.13669 -5.69487 -0.15618 -0.471 -0.299 -0.757 0.113
H 0.90347 -4.93072 -1.43648 0.225 -0.305 0.384 0.122
H 1.15657 -2.98036 0.03791 1.024 -3.686 0.742 0.009
H 1.42038 -4.28355 1.02872 -0.668 -0.858 0.735 0.124
H -0.42108 -2.13983 1.60363 -0.449 -1.930 0.177 0.023
H -0.88627 -3.74878 2.09253 -0.288 -0.321 -0.223 0.130
H -0.53204 -3.28571 -2.09578 1.620 -0.902 1.072 0.092
H -1.62513 -4.67185 -2.06197 -0.153 -0.251 0.799 0.135
N -2.74651 1.01743 2.89342 -2.906 -2.665 0.110 0.100
C -1.56561 0.40722 3.19424 -1.867 0.631 1.716 -0.217
C -1.72235 -0.96586 3.08472 0.134 0.896 1.344 -0.078
C -3.03909 -1.22761 2.63122 -0.150 0.270 3.155 -0.106
C -3.70787 -0.01893 2.61709 2.849 2.110 3.984 -0.090
H -3.00732 1.98607 2.77587 0.400 -0.182 0.407 0.149
H -0.66566 0.99458 3.30146 -2.673 1.082 0.319 0.077
H -0.90912 -1.65732 3.24888 -0.604 0.026 0.178 0.102
H -3.44833 -2.21450 2.47320 -0.175 0.035 0.035 0.126
H -4.73311 0.26025 2.42379 1.640 0.405 2.175 0.092
N 2.23628 -0.03483 3.17864 2.352 11.452 0.619 -0.005
C 1.05562 0.61945 3.06826 3.527 1.887 0.061 -0.084
C 1.35403 1.70311 2.21718 -3.138 -1.010 3.405 -0.120
C 2.72240 1.76328 2.04818 1.041 1.810 -1.504 -0.101
C 3.25765 0.64518 2.56634 -0.930 0.197 2.853 -0.129
H 2.41070 -0.95204 3.56389 0.969 5.550 1.140 -0.128
H 0.11824 0.20150 3.40449 3.325 -0.844 0.225 0.060
H 0.58681 2.21246 1.65297 0.236 -1.319 2.489 0.050
H 3.14446 2.48255 1.36193 0.478 0.031 0.206 0.122
H 4.23015 0.17680 2.60167 -0.594 0.804 0.793 0.103
N 3.00932 -0.82440 0.53351 3.503 2.679 -4.812 -0.125
C 2.70273 -1.37578 -0.68810 4.056 -1.842 -2.776 -0.168
C 3.89000 -1.38525 -1.52897 -3.767 0.048 1.495 -0.056
C 4.70139 -0.55388 -0.85389 3.501 0.805 1.818 -0.112
C 4.28291 -0.33580 0.48142 0.535 0.526 -3.398 -0.097
H 2.42422 -0.70814 1.34851 0.661 1.430 -1.084 0.055
H 1.71485 -1.54181 -1.09172 2.032 -0.466 -0.134 0.084
H 4.03544 -1.76328 -2.53014 -0.462 0.120 0.112 0.103
H 5.61029 -0.20527 -1.32162 0.462 0.104 0.562 0.094
H 4.73944 0.28901 1.23481 0.158 -0.611 -1.202 0.097
N 2.34604 -0.38011 -5.13651 0.443 2.109 1.275 0.014
C 3.02437 0.36704 -4.17360 0.206 -1.466 0.700 -0.102
C 2.18892 0.52032 -3.04349 3.267 1.379 -2.611 -0.121
C 0.96514 0.14872 -3.48762 -3.087 -0.911 -1.160 -0.116
C 1.02613 -0.41585 -4.76896 0.456 -0.383 0.246 -0.091
H 2.79444 -0.54099 -6.02711 -0.621 -0.222 0.059 0.146
H 4.07717 0.51470 -4.36392 0.039 0.112 0.450 0.103
H 2.42488 0.89036 -2.05668 0.594 0.703 -1.443 0.084
H 0.06498 0.44460 -2.96938 -0.004 -0.514 -0.114 0.079
H 0.34082 -0.92878 -5.42748 -0.385 0.277 0.369 0.102
N -1.81401 -1.31833 -3.15024 -1.644 -0.652 -2.865 0.048
C -2.26743 -0.79913 -4.34555 -0.125 -0.638 -1.944 -0.153
C -2.64355 -1.82686 -5.23271 0.932 0.295 2.124 -0.103
C -2.46179 -3.05518 -4.50482 -0.094 1.655 0.519 -0.067
C -1.99753 -2.69379 -3.23156 -1.095 1.061 -1.338 -0.141
H -1.30687 -0.75641 -2.48156 -0.368 -1.030 -0.420 0.060
H -2.28090 0.23217 -4.66596 0.352 0.215 0.672 0.105
H -2.92279 -1.75051 -6.27318 -0.184 0.257 0.189 0.084
H -2.77342 -3.98801 -4.95104 0.273 -0.299 0.615 0.086
H -1.72235 -3.24155 -2.34239 -3.195 2.182 -3.410 -0.056
N -1.78745 3.21675 0.48846 0.851 2.165 0.079 0.067
C -2.72779 2.65176 -0.29052 -1.311 1.501 3.517 -0.289
C -2.61335 3.06329 -1.55225 -0.352 1.893 -2.137 -0.105
C -1.60270 4.06337 -1.59242 1.027 -1.021 2.605 -0.016
C -1.02496 4.04993 -0.27761 -3.101 2.828 -3.588 -0.146
H -1.68979 3.10902 1.48794 -0.019 0.000 -0.294 0.156
H -3.39573 1.97889 0.22668 1.024 1.222 -0.028 0.088
H -3.11990 2.69348 -2.43148 -0.310 0.037 0.213 0.121
H -1.31685 4.65586 -2.44895 0.258 -0.121 0.139 0.095
H -0.17850 4.66513 -0.01033 -2.336 0.001 0.088 0.058
N -5.16944 -0.05091 0.96657 -2.379 0.289 -3.827 -0.077
C -5.80017 1.04814 0.38443 1.270 -0.361 -0.559 -0.056
C -4.93611 1.51539 -0.61801 -2.959 -1.759 -0.728 -0.130
C -3.91154 0.58248 -0.78423 -0.553 -4.182 2.637 -0.085
C -3.92047 -0.28347 0.42035 -3.135 1.263 -5.460 -0.093
H -5.61452 -0.73572 1.56074 -0.256 0.204 -0.408 0.165
H -6.76177 1.39970 0.72812 0.166 -0.011 0.006 0.106
H -5.02026 2.36577 -1.27845 -0.560 -0.027 0.343 0.107
H -3.14939 0.52336 -1.54714 -0.689 0.151 0.220 0.095
H -3.32188 -1.05036 0.88936 -1.902 0.718 -1.956 0.052
N 2.05055 5.77656 -0.09106 0.455 -0.326 -3.623 -0.011
C 1.68406 6.13852 1.10005 -0.398 -1.751 4.214 -0.120
C 1.24751 4.93119 1.77979 0.109 2.065 -1.734 -0.029
C 1.10697 3.97147 0.74608 3.741 0.673 -0.193 -0.243
C 1.65870 4.49739 -0.44092 1.538 0.547 1.988 -0.093
H 2.74323 6.26110 -0.64379 -0.564 0.374 -0.131 0.159
H 1.81113 7.13877 1.48703 0.315 -0.172 0.004 0.110
H 1.09783 4.87625 2.84795 -0.492 -0.225 -0.199 0.097
H 0.73356 2.96327 0.84855 1.154 2.950 -1.011 -0.002
H 1.81940 4.23438 -1.47601 -0.261 -0.604 0.281 0.129
N 3.99757 -2.02570 4.13356 -0.830 0.023 -1.673 0.098
C 2.67464 -1.87288 4.45347 0.246 -5.743 5.288 -0.098
C 1.85291 -1.95291 3.36060 -0.118 -11.431 4.455 -0.161
C 2.68086 -2.05165 2.25447 4.647 -8.322 2.655 -0.138
C 3.98644 -2.15959 2.77375 -0.237 -0.526 -1.708 -0.050
H 4.82890 -2.03278 4.70712 -0.507 0.213 0.058 0.164
H 2.43933 -1.79948 5.50496 -0.385 0.404 -0.182 0.145
H 0.78989 -1.79694 3.25076 0.926 -1.241 2.922 0.120
H 2.42644 -2.15286 1.20976 0.653 -2.811 2.503 0.100
H 4.88579 -2.20934 2.17785 0.123 -0.048 0.257 0.128